No. 1
One molecule with the formula C2H4ClNOS2. Source: the Open Molecules 2025 dataset; level of theory: wB97M-V/def2-TZVPD.

- energy relative to the best compared isomer or geometry (same formula, charge and spin) (kcal/mol) = 14.4
- net charge = 0
- maximum force (hartree/bohr) = 0.0330
- E (eV) = -39868.15679
- SMILES = N[C@](O)(Cl)C(=S)S

Structure (XYZ):
```
11
C2H4ClNOS2, DFT wB97M-V/def2-TZVPD
N 0.56 0.42 -1.18
C 0.05 0.49 0.10
O -1.16 1.06 0.24
Cl 1.30 2.13 0.91
C -0.06 -0.96 0.69
S 0.91 -1.54 1.84
S -1.33 -1.83 -0.10
H 1.45 -0.06 -1.24
H 0.59 1.32 -1.65
H -1.19 1.93 -0.19
H -1.12 -2.96 0.57
```

Löwdin population analysis, charges in e, atoms 1 to 6: atom 1 (N): 0.070, atom 2 (C): -0.805, atom 3 (O): -0.032, atom 4 (Cl): 0.183, atom 5 (C): -1.156, atom 6 (S): 0.702

***

No. 2
A 8-piece molecular cluster, C24H48O8 overall. Source: the Open Molecules 2025 dataset; level of theory: wB97M-V/def2-TZVPD.

- multiplicity = 2
- energy relative to the best compared isomer or geometry (same formula, charge and spin) (kcal/mol) = 22.5
- net charge = +1
- maximum force (hartree/bohr) = 0.0946
- E (eV) = -42034.89277

Structure (XYZ):
```
80
C24H48O8, DFT wB97M-V/def2-TZVPD
C 0.49 2.16 -4.02
C 1.56 3.22 -3.87
O 2.40 3.42 -4.74
C 1.71 3.89 -2.56
H 0.25 1.61 -3.11
H 0.92 1.42 -4.71
H -0.50 2.46 -4.37
H 2.73 4.24 -2.39
H 1.24 3.45 -1.68
H 1.09 4.79 -2.58
C 4.99 1.78 -1.97
C 5.57 0.49 -1.51
O 6.06 -0.34 -2.29
C 5.59 0.10 -0.06
H 3.91 1.63 -2.01
H 5.21 2.09 -2.99
H 5.14 2.54 -1.21
H 6.36 -0.60 0.25
H 4.56 -0.21 0.11
H 5.81 1.07 0.37
C 0.94 -5.61 0.65
C 2.37 -5.23 0.31
O 3.02 -5.65 -0.69
C 2.96 -4.26 1.32
H 0.93 -6.10 1.62
H 0.64 -6.45 0.01
H 0.27 -4.81 0.36
H 2.18 -3.88 1.97
H 3.38 -3.37 0.86
H 3.66 -4.75 1.99
C 1.71 -2.24 -1.87
C 1.37 -1.62 -3.28
O 1.99 -0.73 -3.84
C 0.12 -2.26 -3.91
H 2.36 -3.09 -2.09
H 0.92 -2.47 -1.16
H 2.31 -1.50 -1.33
H -0.47 -2.61 -3.06
H 0.35 -3.21 -4.39
H -0.50 -1.64 -4.55
C -3.86 -2.23 -1.59
C -2.43 -1.67 -1.42
O -1.65 -2.26 -0.66
C -2.03 -0.43 -2.08
H -4.09 -3.02 -0.88
H -3.84 -2.77 -2.53
H -4.59 -1.42 -1.55
H -0.99 -0.32 -1.78
H -2.42 0.51 -1.70
H -2.16 -0.44 -3.16
C -3.39 4.75 6.31
C -2.48 3.91 5.57
O -1.47 3.44 6.11
C -2.71 3.68 4.11
H -3.73 3.96 6.98
H -4.22 5.16 5.74
H -2.94 5.54 6.92
H -3.33 2.78 4.19
H -1.85 3.42 3.51
H -3.31 4.42 3.59
C -5.91 -0.82 2.41
C -4.99 -0.17 1.36
O -5.39 -0.08 0.22
C -3.66 0.41 1.76
H -6.70 -0.10 2.61
H -5.39 -0.95 3.36
H -6.32 -1.79 2.11
H -3.67 1.04 2.65
H -3.27 0.98 0.92
H -2.94 -0.30 2.19
C 1.83 -0.25 1.55
C 1.39 0.99 0.72
O 2.12 1.48 -0.14
C 0.00 1.50 0.93
H 1.30 -0.08 2.49
H 2.92 -0.19 1.52
H 1.58 -1.23 1.15
H -0.74 0.70 0.98
H -0.16 2.11 0.05
H -0.08 2.02 1.89
```

Löwdin population analysis, charges in e, atoms 1 to 6: atom 1 (C): -0.016, atom 2 (C): -0.479, atom 3 (O): 0.054, atom 4 (C): -0.034, atom 5 (H): 0.057, atom 6 (H): 0.075